Formula: C61H48KN4P2SSi
Source: the Open Molecules 2025 dataset
Level of theory: ωB97M-V/def2-TZVPD

Structure (ORCA input):
```
! wB97M-V def2-TZVPD RIJCOSX def2/J DEFGRID3
* xyz -1 1
H -1.345 -2.679 -4.551
C -1.596 3.297 5.372
C 2.740 0.780 -1.369
C -3.286 -2.385 0.983
C 1.041 3.150 4.512
C 0.425 5.026 1.570
C -1.301 2.886 4.080
C -4.027 -0.135 -3.972
S -5.462 -0.650 1.059
H 0.730 5.039 2.610
H 0.522 4.151 -3.353
C -5.138 1.021 1.184
H 2.005 1.571 -1.458
C 0.120 2.066 -2.995
C -4.209 -3.444 1.112
C 1.224 2.979 -4.980
C 3.327 -1.170 -0.338
C -2.574 2.673 -1.808
H -0.820 5.036 -2.057
H 2.446 -1.744 -2.802
H 3.483 -3.590 -4.042
H -3.437 2.308 1.258
C 0.295 -3.930 -5.123
C 4.319 2.305 1.269
H -0.534 -4.094 0.512
C -2.446 -5.022 0.759
H 1.822 1.565 -6.490
P -0.182 -0.686 -2.504
Si -0.807 2.075 -1.260
K -0.312 -0.564 0.599
H 4.068 1.612 -2.827
H 1.591 3.843 -5.524
C 2.021 1.879 1.898
H -5.788 -1.281 -3.529
H -2.172 -2.586 -1.657
C 0.324 6.224 0.885
C -2.665 0.023 -3.742
H 4.123 -0.397 3.299
H -2.929 3.426 -1.096
C 0.247 -2.652 3.105
C 0.020 2.817 3.626
H -3.299 1.856 -1.796
C -4.047 -2.059 -2.539
C -3.800 1.284 1.210
H -4.547 0.570 -4.610
H 1.728 0.182 3.177
C 0.750 3.550 5.811
H 0.561 7.157 1.383
H -0.233 7.148 -0.976
H -4.508 -5.558 1.081
H 5.253 -1.999 -0.854
C 0.309 0.772 -3.550
C 3.838 -3.272 0.976
H -2.071 -6.030 0.641
H 5.039 2.898 0.716
N -0.187 -1.395 3.228
H 2.075 3.099 4.189
H -0.099 -4.747 3.445
C -2.925 0.140 1.133
C 2.421 -3.400 -4.153
C -1.978 -0.852 -2.905
C -3.790 -4.750 0.994
H -2.283 -4.342 4.564
H -3.104 -1.990 4.775
C -3.706 -0.981 1.048
H 5.744 -0.235 -2.506
C 2.460 0.789 2.654
C 2.977 -2.219 0.695
C 0.896 0.611 -4.807
H -5.253 -3.221 1.293
H -5.957 1.728 1.205
C 4.817 -0.213 -1.946
C 0.468 -2.075 -3.571
C 4.535 -1.210 -1.024
C 1.650 -4.197 -4.992
H -2.139 0.847 -4.207
C -2.145 -2.214 4.327
H -0.790 3.938 7.258
N -1.976 -2.662 0.800
C 2.392 -3.902 2.764
H -2.105 2.601 3.407
H -0.317 -4.539 -5.778
C 4.741 1.213 2.013
C -0.280 3.768 -0.405
C 3.542 -4.117 2.032
C 3.805 0.461 2.716
C -1.597 -3.935 0.685
N 1.834 -2.051 1.361
H 2.101 -5.018 -5.536
C -0.567 3.628 6.245
H 1.016 -0.379 -5.228
H 4.215 -4.925 2.289
N 2.436 -0.199 -0.520
C 1.831 -2.360 -3.450
P 0.200 2.216 1.887
C -0.113 6.215 -0.435
H -2.628 3.345 5.698
C -1.686 -3.511 4.209
H -4.579 -2.863 -2.045
C -0.418 5.011 -1.049
C -1.358 -1.184 3.827
H -1.674 -0.150 3.901
C 1.357 1.707 -5.522
H 2.153 -4.512 3.624
H -2.579 3.127 -2.806
C -2.688 -1.896 -2.314
C 1.544 -2.869 2.377
C 0.608 3.145 -3.746
C 3.903 0.807 -2.124
H 2.649 3.494 0.637
C -0.462 -3.739 3.597
H 1.559 3.804 6.486
C -4.722 -1.172 -3.368
H 5.792 0.949 2.046
C -0.288 -2.877 -4.424
H 4.734 -3.430 0.395
C 0.130 3.809 0.944
C 2.970 2.640 1.224
*
```

Output
E_HOMO = -2.876 eV
Gap between HOMO and LUMO = 4.814 eV
Relative energy (zero: lowest compared OMol25 entry of this formula, charge and spin) = 6.6 kJ/mol

Atomic partial charges in e from the Mulliken method, atoms 1 to 4: 0.3823 -0.5695 -0.9300 -0.4112

Formula: C5H7NO
Source: the Open Molecules 2025 dataset
Level of theory: ωB97M-V/def2-TZVPD

Structure (ORCA input):
```
! wB97M-V def2-TZVPD RIJCOSX def2/J DEFGRID3
* xyz 0 1
C -0.958 0.869 -0.175
H -0.204 -1.622 1.384
C -1.089 -0.611 -0.486
H -2.096 -0.980 -0.288
C 1.193 -0.163 0.258
H 0.827 2.156 0.356
H -0.749 -1.002 -1.455
N -0.571 0.623 1.239
O 1.821 -0.622 -0.903
H -1.642 1.672 -0.434
H 1.934 -0.207 1.060
C -0.154 -0.761 0.717
C 0.435 1.146 0.274
H 1.186 -0.552 -1.627
*
```

Output
E_HOMO = -9.778 eV
Gap between HOMO and LUMO = 10.660 eV
Relative energy (zero: lowest compared OMol25 entry of this formula, charge and spin) = 279.7 kJ/mol

Atomic partial charges in e from the Mulliken method, atoms 1 to 4: 0.0210 0.4550 -1.0039 0.3051

Formula: C8H7N3O
Source: the Open Molecules 2025 dataset
Level of theory: ωB97M-V/def2-TZVPD

Structure (ORCA input):
```
! wB97M-V def2-TZVPD RIJCOSX def2/J DEFGRID3
* xyz 0 1
N -2.021 2.068 -1.489
H 1.170 -3.086 1.180
H -0.445 -1.999 -0.365
C -2.137 -0.111 -1.171
H 3.147 -1.391 2.176
O -2.477 -1.292 -0.841
C 2.199 0.199 1.285
C 1.191 0.704 0.575
C 1.259 -1.976 1.134
C -0.867 1.764 -1.094
C 0.276 -1.444 0.290
H -0.311 2.741 -1.076
N -0.610 0.284 -1.019
C 2.359 -1.201 1.337
H -3.870 1.394 -1.504
H 2.813 0.776 1.861
H 0.614 1.802 0.659
C 0.407 -0.230 -0.228
N -2.695 1.000 -1.711
*
```

Output
E_HOMO = -8.633 eV
Gap between HOMO and LUMO = 8.972 eV
Relative energy (zero: lowest compared OMol25 entry of this formula, charge and spin) = 580.8 kJ/mol
SMILES = O=c1[nH]ncn1-c1ccccc1

Atomic partial charges in e from the Mulliken method, atoms 1 to 4: -0.6086 0.3114 0.2757 0.3352

Formula: C3H6N2S2
Source: the Open Molecules 2025 dataset
Level of theory: ωB97M-V/def2-TZVPD

Structure (ORCA input):
```
! wB97M-V def2-TZVPD RIJCOSX def2/J DEFGRID3
* xyz 0 1
C -0.752 0.268 0.429
H 3.417 0.696 -0.383
H -0.088 -1.176 1.714
C 0.393 -0.325 1.036
H 1.890 1.192 -0.172
N 2.563 0.386 0.026
N 2.122 -0.846 -0.585
H 0.559 -2.055 -0.551
C 0.953 -1.154 -0.148
S -0.722 1.758 -0.166
H -1.900 -1.870 0.865
H 1.145 0.172 1.709
S -1.864 -0.912 -0.283
*
```

Output
E_HOMO = -8.864 eV
Gap between HOMO and LUMO = 8.255 eV
Relative energy (zero: lowest compared OMol25 entry of this formula, charge and spin) = 322.8 kJ/mol
SMILES = N/N=C\CC(=S)S

Atomic partial charges in e from the Mulliken method, atoms 1 to 4: 0.3486 0.2961 0.1524 -0.6488

Formula: C5H8N2
Source: the Open Molecules 2025 dataset
Level of theory: ωB97M-V/def2-TZVPD

Structure (ORCA input):
```
! wB97M-V def2-TZVPD RIJCOSX def2/J DEFGRID3
* xyz 0 1
H 1.716 -1.683 -0.823
C -0.172 -0.899 -0.036
N 1.668 0.413 -0.561
N 0.725 1.208 -0.103
H -1.286 1.113 -0.246
H 1.663 3.066 -0.241
H -1.985 -1.984 -0.467
H -0.581 -2.998 -0.100
H -0.729 0.697 1.349
C -1.085 -2.061 0.160
H -0.128 3.079 -0.052
C -0.489 0.494 0.301
H -1.428 -2.144 1.201
C 0.782 2.486 -0.074
C 1.104 -0.848 -0.498
*
```

Output
E_HOMO (alpha / beta) = -6.845 / -6.846 eV
Gap between HOMO and LUMO (alpha / beta) = 7.453 / 7.455 eV
Relative energy (zero: lowest compared OMol25 entry of this formula, charge and spin) = 292.3 kJ/mol

Atomic partial charges in e from the Mulliken method, atoms 1 to 4: 0.4361 0.4633 -1.0479 0.6411

Formula: C40H35GeIrN4O5
Source: the Open Molecules 2025 dataset
Level of theory: ωB97M-V/def2-TZVPD

Structure (ORCA input):
```
! wB97M-V def2-TZVPD RIJCOSX def2/J DEFGRID3
* xyz -1 6
C -4.147 -0.575 1.516
H 3.348 2.755 -3.310
H -0.749 3.426 2.468
H 0.780 -0.516 -5.213
Ir 0.068 -1.889 0.941
H 3.511 -2.759 0.879
H -6.154 0.084 1.284
H 0.393 -0.113 2.883
C 1.939 -1.473 -1.662
C 1.999 3.970 2.609
H 3.862 -1.776 -2.534
C 3.465 -2.572 -0.193
H -0.691 -4.535 3.754
C 0.583 -1.118 -1.865
C 0.442 -5.309 -1.254
H 3.799 2.126 5.473
O 2.325 -1.751 -0.385
C -6.162 0.566 -1.359
C 1.998 2.575 2.619
C -0.823 -3.800 2.961
H -2.897 4.424 1.826
H 3.773 4.601 5.427
O -1.963 -1.278 1.763
C -1.147 -4.516 1.656
H 4.379 -2.053 -0.492
H 3.355 -3.514 -0.729
O 1.451 -4.831 -0.804
C 3.483 2.239 -2.367
H 3.147 -1.175 -4.814
C -0.412 2.467 0.570
C 1.117 -0.784 -4.219
C 4.844 0.953 -0.869
C -0.952 2.259 -0.699
C -1.132 3.259 1.466
C -2.166 2.825 -1.065
N 0.361 -2.935 2.773
C -5.204 -0.122 0.805
N -1.597 -0.776 -1.249
H -1.665 -3.145 3.188
C 2.656 1.930 3.666
H -7.094 0.772 -0.844
H -0.817 -0.502 -3.349
H 2.664 0.845 3.699
C -3.770 0.025 -2.627
O -1.657 -5.622 1.659
H 0.471 -2.264 3.526
Ge 1.199 1.515 1.163
C -2.863 -0.865 0.949
H 3.928 0.375 0.975
H 2.614 5.780 3.582
C 3.293 2.649 4.670
C 2.573 1.522 -0.238
C -6.056 0.773 -2.712
C 2.834 -1.500 -2.718
H 1.509 2.698 -1.690
O 0.019 -6.106 -2.050
H -4.741 0.645 -4.419
H 1.498 4.502 1.807
C -2.349 3.825 1.108
H -1.062 -3.622 -1.491
N -0.332 -1.147 -0.805
C 2.630 4.696 3.611
H -6.901 1.144 -3.278
C 2.431 -1.155 -4.001
N -0.818 -3.773 0.547
H 1.209 -3.490 2.724
H -0.445 1.615 -1.409
H -4.219 -0.741 2.584
C -3.848 -0.187 -1.238
C 4.688 1.620 -2.078
H -3.825 4.034 -0.440
C 3.281 4.037 4.645
C -1.054 -4.335 -0.670
H 5.503 1.653 -2.792
C 0.731 -0.215 1.842
C -5.076 0.085 -0.605
H -1.813 -5.108 -0.703
C 0.210 -0.770 -3.171
H 5.786 0.470 -0.632
H -2.577 2.627 -2.047
C -2.868 3.608 -0.161
C 3.795 0.907 0.037
C 2.438 2.194 -1.451
C -2.665 -0.661 -0.482
C -4.841 0.494 -3.351
H -2.835 -0.187 -3.122
*
```

Output
E_HOMO (alpha / beta) = -3.155 / -5.049 eV
⟨S²⟩ = 8.80
Gap between HOMO and LUMO (alpha / beta) = 5.232 / 6.177 eV
Relative energy (zero: lowest compared OMol25 entry of this formula, charge and spin) = 8.4 kJ/mol

Atomic partial charges in e from the Mulliken method, atoms 1 to 4: -0.4569 0.4061 0.3719 0.4106